1.
DFT (ωB97M-V/def2-TZVPD) results for a cluster of 2 separate species, C26H48N3O6S2 in total.

The LUMO energy is 1.1 eV. The charge is -1. The calculation puts the energy at -66160.5631 eV. The orbital gap comes out at 2.4 eV.

Structure (XYZ):
```
85
Properties=species:S:1:pos:R:3:forces:R:3:lowdin_charge:R:1
H 7.863 0.821 -0.565 0.0 -0.1 -0.1 0.069
O 0.624 0.342 -6.994 0.0 -0.3 0.2 -0.147
C -0.489 -1.742 1.638 -0.5 -0.1 0.4 -0.150
H 3.350 -1.417 -3.962 0.0 0.0 0.1 0.065
H -7.266 1.131 8.720 -0.2 -0.1 0.1 0.128
H 4.332 -2.008 -0.387 0.0 0.0 0.0 0.062
C -2.341 0.785 1.489 0.1 0.4 1.1 -0.164
C -5.268 1.045 5.247 0.5 -0.1 -0.2 -1.123
C -1.177 -2.806 2.110 0.4 0.2 -0.1 -0.002
C 4.390 -0.729 -2.181 -0.2 0.0 0.2 -0.558
H 5.157 -2.719 -1.777 0.1 0.1 0.0 0.067
H -1.131 0.964 -6.162 -0.3 -0.3 0.0 0.124
H 6.509 2.513 -1.843 0.0 -0.1 -0.1 0.078
H -1.092 0.832 3.214 0.0 0.2 0.0 0.115
C -7.000 -1.665 7.013 -0.2 0.0 -0.1 -0.180
H 0.373 -1.705 -7.333 -0.1 0.1 0.3 0.110
C -7.053 0.562 7.816 0.2 -0.1 0.1 -0.195
H -1.859 -1.319 0.055 0.0 -0.1 -0.1 0.124
C -1.023 1.340 -0.364 0.4 0.5 0.4 -0.536
C -5.558 0.519 7.575 0.1 -0.4 0.3 -0.187
H 5.108 -1.648 -4.012 0.1 0.1 0.1 0.068
N -5.279 0.050 6.213 -0.9 0.8 -0.1 -0.168
O -0.867 2.534 -0.318 -0.1 -0.2 -0.1 0.129
H 4.751 2.566 -1.689 0.0 -0.1 0.0 0.062
H -1.310 1.916 -3.161 -0.1 0.2 0.2 0.146
H 4.583 1.392 1.070 0.0 0.0 0.0 0.106
H 0.298 1.833 -4.605 0.1 0.0 -0.1 0.122
H -5.163 -0.234 8.263 0.1 0.0 0.0 0.132
H -3.014 -0.072 1.394 0.1 -0.1 -0.2 0.109
H 1.721 -0.921 -8.116 0.1 0.0 0.1 0.115
C -2.978 0.206 3.901 -0.1 0.0 0.4 -0.452
O -1.201 0.665 -1.515 0.5 -0.1 0.0 0.050
C -0.601 1.258 -2.650 0.0 -0.5 -0.4 -0.203
C 3.151 0.606 -0.347 0.0 -0.1 0.0 -0.182
H -0.683 -0.738 -5.760 -0.1 -0.1 -0.2 0.125
H -2.846 1.643 1.051 0.1 0.0 -0.2 0.125
H 0.317 1.786 -2.385 -0.1 0.2 0.3 0.142
C 6.994 0.623 0.059 0.2 0.0 0.1 -0.075
H 7.032 1.297 0.924 -0.1 0.0 0.0 0.070
H -7.869 -2.158 6.568 0.1 -0.1 0.0 0.123
N 5.588 0.033 -1.917 0.4 0.2 -0.5 -0.219
H -2.769 0.437 4.945 -0.1 0.0 0.0 0.081
C 4.313 -2.098 -1.475 -0.1 -0.3 0.0 -0.040
H 5.770 3.022 -0.312 0.0 0.0 0.0 0.068
H -5.650 -1.853 5.391 -0.1 0.0 -0.1 0.114
O -7.494 -0.774 8.006 -0.1 0.0 0.0 -0.140
S -5.625 2.620 5.445 0.0 0.1 0.2 0.699
C -0.136 -0.604 -9.138 0.3 -0.3 0.2 -0.069
H -6.930 -0.730 5.065 0.0 0.4 0.1 0.108
H -0.129 -1.037 -0.269 -0.1 -0.1 -0.1 0.131
H 3.389 -2.623 -1.747 0.0 0.0 0.0 0.068
H 7.061 -0.403 0.420 0.0 0.0 -0.1 0.074
H 4.710 -0.322 0.797 0.1 0.0 -0.1 0.096
H -2.242 -2.781 2.326 -0.3 -0.4 -1.5 0.047
C 5.698 0.856 -0.707 -0.3 0.2 0.0 -0.536
H -2.761 -0.852 3.757 0.1 0.0 -0.1 0.056
C -2.132 1.079 2.992 0.2 -0.5 -0.2 -0.222
H 4.429 -0.030 -4.227 0.1 0.0 0.1 0.077
H 0.453 -1.441 2.096 0.7 -0.8 -0.9 0.107
H -0.660 -1.530 -9.375 -0.2 0.1 -0.1 0.064
C -0.927 -0.920 0.462 -0.4 0.8 1.4 -0.167
C 4.317 -0.973 -3.689 -0.1 -0.2 -0.2 -0.064
C 0.369 0.742 -4.652 0.0 0.2 -0.1 -0.168
H 2.506 -0.046 0.254 0.0 0.0 0.0 0.089
H -7.594 1.007 6.978 0.1 0.2 0.0 0.110
H 0.539 -0.397 -9.966 -0.1 0.2 -0.1 0.063
H -5.042 1.446 7.801 -0.1 0.1 -0.3 0.097
H 2.692 1.598 -0.299 0.0 0.0 0.0 0.098
H -6.418 -2.453 7.496 0.2 0.2 0.1 0.120
O -0.279 0.188 -3.505 -0.1 0.4 -0.1 -0.092
O 6.755 -0.675 -2.249 -0.1 -0.2 0.1 -0.333
C 0.674 -0.785 -7.840 0.2 0.0 -0.6 -0.268
H -0.669 -3.749 2.292 0.2 0.4 1.5 0.051
C 4.546 0.629 0.283 -0.2 -0.2 0.2 -0.161
H 3.145 0.997 -2.462 0.2 0.0 -0.1 0.101
S -4.771 0.455 3.625 -0.2 0.1 -0.2 0.864
H -0.845 0.217 -9.052 -0.1 0.0 0.1 0.072
N -1.065 0.522 0.786 -1.0 -0.4 -1.5 -0.019
C 3.172 0.120 -1.805 -0.3 0.3 0.1 -0.160
H 2.245 -0.429 -2.016 0.1 -0.1 -0.1 0.099
C -6.231 -1.045 5.837 0.6 -0.8 0.0 -0.155
C 5.677 2.329 -1.162 0.0 0.2 0.2 -0.050
H -2.286 2.133 3.213 0.0 0.0 0.0 0.113
H 1.432 0.499 -4.665 0.0 -0.3 0.1 0.128
C -0.314 0.274 -5.936 0.3 0.3 0.2 -0.179
```
Forces are in eV/Å.

2.
DFT (ωB97M-V/def2-TZVPD) results for a cluster of 8 separate species, C38H69ClN12O2 in total.

The LUMO energy is -7.9 eV. The charge is +4. The calculation puts the energy at -74983.5014 eV. The value obtained for the energy above the lowest of the compared OMol25 structures with the same formula, charge and spin is 89.0 kcal per mole. The orbital gap comes out at 2.5 eV.

Structure (XYZ):
```
122
Properties=species:S:1:pos:R:3:forces:R:3:lowdin_charge:R:1
H 2.001 -3.907 9.284 0.2 -0.5 0.1 0.157
H -0.443 8.528 1.098 -0.2 -0.1 0.0 0.137
C 1.552 -2.722 12.217 0.1 -2.3 -0.8 0.041
H 3.895 -5.892 10.280 -0.3 0.4 0.0 0.109
N 1.309 -2.722 10.844 1.9 -1.0 1.0 -0.062
H 1.622 -1.830 -1.648 0.0 0.2 -0.3 0.091
H 3.469 2.733 -3.810 0.6 0.3 0.1 0.048
C -4.534 -1.210 -6.901 2.1 -1.4 1.7 -0.100
H -5.919 -1.004 1.007 0.4 0.0 -0.1 0.175
C 9.525 3.010 -3.332 -0.1 -0.5 -0.3 0.050
C -5.914 -1.570 0.088 0.6 0.4 0.6 0.001
C 9.602 -0.714 -3.428 -0.1 2.2 0.5 0.022
N -0.331 8.422 -2.128 1.2 -2.2 3.5 -0.093
H 1.011 -0.226 -2.360 0.5 -0.6 -0.6 0.090
N -5.644 -2.198 -6.843 -2.7 1.6 -1.4 -0.060
C -5.060 -3.710 1.084 -0.4 -0.4 0.7 -0.147
H 1.949 -0.212 -0.943 0.1 -0.2 0.2 0.083
H -2.814 -0.657 -5.523 -0.2 0.3 -0.5 0.081
H 8.540 3.425 -3.547 0.0 -0.1 0.1 0.114
N 9.085 -0.430 -2.173 -0.4 3.2 -2.3 -0.078
H 9.042 -1.170 -0.305 1.0 -0.9 -0.2 0.130
H 1.605 0.840 3.637 0.9 0.1 -0.2 0.108
H 8.778 -2.435 -1.645 0.7 0.4 0.0 0.134
C -9.075 -3.113 -7.879 -0.5 -0.1 -2.2 0.009
C -6.893 -4.004 -6.941 -1.1 -0.2 2.1 -0.004
N 9.432 1.531 -3.177 -1.8 -1.2 2.0 -0.076
C 0.790 -0.215 1.515 0.2 -3.7 1.1 0.064
C -0.427 8.262 0.051 -0.4 2.0 2.4 -0.045
H -0.968 -1.423 -1.008 0.6 -0.6 -0.3 0.120
C -6.853 -1.900 -7.436 -0.8 -1.7 0.6 0.051
C 1.730 -0.226 3.829 0.0 1.1 0.5 0.000
H -0.123 6.297 -2.404 0.2 0.1 0.0 0.166
H -9.268 -2.368 -8.650 0.5 0.2 -0.1 0.110
H 9.813 -1.716 -3.772 0.0 0.2 0.1 0.138
C -0.374 5.684 0.387 1.0 1.9 1.0 -0.131
H -7.366 -4.971 -6.854 0.5 -0.2 0.2 0.142
H -7.786 0.190 -1.887 0.0 0.0 0.3 0.119
H -4.396 -4.456 0.647 -0.4 -0.2 -0.1 0.130
C 3.132 -5.945 11.057 -1.0 -0.9 0.1 0.033
C 1.992 -3.785 10.357 -1.8 -0.8 -1.4 -0.038
H 0.360 4.804 2.055 1.3 0.1 0.6 0.071
C -0.349 -2.638 8.981 0.8 0.9 -0.3 -0.061
H -1.409 5.471 0.654 0.1 0.0 -0.1 0.118
H 6.467 -2.080 -0.898 0.8 -0.7 0.1 0.069
H 8.508 1.492 -1.199 -0.2 -0.1 -0.1 0.171
H 6.949 -0.702 -0.011 0.1 0.5 -0.4 0.073
H -4.939 -0.207 -7.040 0.0 -0.2 0.2 0.129
H -6.840 0.723 -0.429 -0.6 0.3 -0.1 0.110
O 2.671 5.424 -5.547 0.3 -1.1 0.0 -0.154
C 3.493 4.586 -5.032 -0.9 3.1 0.9 -0.820
C 7.135 -1.220 -0.952 -1.1 0.0 -0.9 -0.069
H -0.607 -3.641 9.322 -0.3 0.4 0.9 0.080
H -0.496 0.189 -0.723 0.1 0.1 0.2 0.120
C 0.162 -2.421 1.289 1.7 2.6 3.2 0.029
C 0.507 -1.765 10.018 -0.4 -1.6 -1.0 -0.095
H -0.182 10.070 -3.465 1.1 -0.3 0.6 0.116
H 0.467 6.593 2.360 -0.8 -0.2 -0.1 0.072
C 8.849 0.956 -2.073 2.5 -2.1 -1.4 0.069
H 10.267 0.754 -4.961 -0.1 -0.1 0.0 0.139
H -6.163 0.863 -1.984 0.5 -0.8 -0.3 0.112
H -0.250 -1.198 10.560 0.4 -0.5 0.9 0.124
H -1.229 -2.059 8.700 -0.1 -0.2 0.3 0.073
C -5.915 -3.282 -1.254 -1.4 0.9 -1.1 0.012
C -0.099 -0.827 -0.727 0.8 0.6 0.9 -0.174
N 2.384 -4.693 11.298 0.2 4.5 -0.5 -0.050
C 0.703 -2.189 2.582 -0.5 0.4 -1.3 -0.003
C -6.814 0.218 -1.394 -0.7 1.9 0.8 0.010
C -6.313 -4.277 1.759 0.1 -1.0 0.1 -0.048
H 1.153 -0.292 4.752 0.2 -0.9 0.1 0.103
H 1.205 -1.002 9.673 -0.1 -0.3 -0.7 0.126
H 0.798 -2.838 3.440 0.0 -0.2 -0.3 0.130
H -4.975 -4.115 -5.930 0.3 0.6 -0.1 0.135
C 1.227 -0.828 -1.477 -0.9 0.6 -0.8 -0.041
C -0.183 7.130 -1.719 -1.1 -0.6 -0.5 0.046
H -6.892 -2.035 -2.898 0.1 -0.3 0.1 0.134
H -4.259 -1.174 -4.730 0.0 -0.3 0.2 0.054
N -5.558 -2.866 -0.017 -0.2 2.2 0.3 -0.063
Cl 4.717 2.386 0.457 -0.4 -0.5 0.2 -0.916
H 0.066 4.950 -0.288 -0.3 0.0 0.1 0.122
H 1.017 0.806 1.245 0.2 0.0 0.1 0.163
H 2.512 -4.413 13.388 -0.1 0.4 0.1 0.138
H 3.579 -6.411 11.936 0.0 0.9 0.4 0.109
H -0.582 10.224 -1.053 0.2 -0.1 0.4 0.148
N -6.386 -1.094 -1.073 0.6 -3.0 0.3 -0.100
O 4.714 4.705 -4.966 1.1 -0.6 -0.4 -0.064
C -0.431 9.157 -0.982 -0.4 -0.7 0.5 0.006
H 0.082 8.415 -4.166 0.0 0.2 0.1 0.126
H -6.992 -3.522 2.155 0.0 0.2 -0.5 0.090
H -9.014 -4.050 -8.433 -1.0 -0.2 0.3 0.117
H 6.691 -0.728 -1.817 -0.2 0.7 0.3 0.081
N 1.101 -0.868 2.727 -2.4 -0.2 -4.6 -0.102
H 9.911 3.403 -2.392 0.1 0.1 -0.3 0.105
C 0.596 5.784 1.641 -1.3 0.0 -2.0 -0.039
H -3.108 -2.338 -5.500 -0.5 -0.2 -0.2 0.073
H -4.408 -3.188 1.784 -0.3 0.7 -0.3 0.125
C -6.498 -2.177 -1.903 1.4 -1.5 -0.2 0.015
C -5.710 -3.485 -6.409 -1.4 -1.9 -1.7 -0.017
H 1.538 6.023 1.148 0.5 -1.0 0.6 0.095
H -0.333 -3.342 1.020 0.2 0.4 -0.8 0.123
H -1.479 9.120 -3.608 -0.2 -0.7 -0.4 0.112
H -9.946 -2.961 -7.242 0.7 -0.6 0.8 0.115
C 2.836 3.546 -4.166 -0.6 -2.3 -0.2 -0.086
C -3.625 -1.383 -5.592 -1.0 0.9 -0.6 -0.053
N 0.281 -1.158 0.658 -0.9 0.0 2.2 -0.080
N -0.337 6.978 -0.349 0.6 1.1 -4.3 -0.036
C 9.800 0.519 -4.016 0.9 -0.5 -0.7 -0.017
H 10.184 3.224 -4.174 0.0 0.0 0.2 0.104
H 2.151 3.019 -4.831 -0.6 0.0 0.0 0.044
C 8.634 -1.416 -1.285 -2.2 -0.7 2.9 -0.187
H -7.076 -1.014 -8.012 0.1 0.2 0.4 0.165
H 0.106 -2.912 8.029 0.7 0.6 -0.1 0.058
H -3.868 -1.493 -7.717 -0.4 0.2 -0.3 0.132
H -6.770 -4.941 1.025 -0.6 0.3 0.0 0.085
H 2.760 -0.582 3.843 0.0 0.5 0.6 0.123
H -6.179 -4.940 2.614 0.8 0.1 0.0 0.092
N -7.733 -3.007 -7.387 5.3 3.1 0.6 -0.078
C -0.415 9.008 -3.398 -1.3 0.5 -2.5 0.002
H 2.342 -6.656 10.815 0.3 -0.2 -0.5 0.105
H 1.161 -1.885 12.777 0.3 -0.5 0.6 0.140
C 2.188 -3.957 12.464 -0.5 0.7 1.2 0.012
H 2.285 3.883 -3.289 0.0 0.6 -0.2 0.039
H -5.883 -4.345 -1.448 0.1 0.2 -0.6 0.145
```
Forces are in eV/Å.

3.
DFT (ωB97M-V/def2-TZVPD) results for a structure of composition C24H23N3O5SeTeV.

The LUMO energy (spin up / spin down) is -0.7 / -0.7 eV. The calculation puts the energy at -138294.8569 eV. As for the multiplicity: 4. The value obtained for the energy above the lowest of the compared OMol25 structures with the same formula, charge and spin is 19.4 kcal per mole. The orbital gap (spin up / spin down) comes out at 5.7 / 6.5 eV.

Structure (XYZ):
```
58
Properties=species:S:1:pos:R:3:forces:R:3:nbo_charge:R:1
C 13.254 6.088 6.832 0.4 -0.9 0.3 -0.268
H 11.835 5.367 8.332 0.4 -0.1 -0.4 0.222
O 12.660 11.375 10.731 -0.8 -0.6 0.4 -0.598
C 11.585 10.806 10.629 1.7 0.0 -0.3 0.767
H 5.635 4.814 10.453 0.6 0.1 0.1 0.221
O 9.111 8.238 8.896 0.0 1.3 0.9 -0.773
H 15.963 4.415 9.065 -0.3 0.2 -0.3 0.213
H 7.093 7.000 10.406 -0.1 -0.3 -0.2 0.213
H 6.391 10.528 10.159 0.5 0.5 0.5 0.210
C 14.747 10.019 4.444 -1.3 -0.7 0.9 -0.211
C 15.199 4.859 8.413 0.2 -0.1 0.3 -0.226
H 7.251 8.899 12.069 0.1 0.3 -0.5 0.532
H 8.919 11.770 11.575 -0.6 -0.1 -0.2 0.226
H 6.611 2.853 11.653 0.0 0.4 0.0 0.210
C 13.361 9.651 6.826 -0.5 -1.5 -0.3 -0.263
H 12.779 9.449 7.738 0.4 0.3 -0.4 0.217
N 9.260 10.765 9.801 0.2 1.2 0.5 -0.478
H 7.545 10.663 8.638 1.4 -0.1 -0.8 0.212
O 11.308 9.589 11.046 -1.4 0.2 0.2 -0.768
C 15.580 5.598 7.296 -1.3 -0.2 -0.7 -0.205
C 14.339 10.623 6.773 0.3 0.4 -1.0 -0.199
H 13.652 8.243 3.748 -0.2 -0.2 -1.2 0.223
Te 11.704 7.119 5.898 1.1 1.2 -0.3 0.561
Se 10.868 6.809 12.889 -0.4 -0.4 0.0 0.865
H 16.603 5.727 7.002 0.5 -0.1 0.2 0.211
H 6.569 11.043 11.868 0.4 -0.2 -0.4 0.221
C 7.392 6.084 10.904 -0.1 -0.8 0.4 -0.288
C 9.091 5.011 12.423 -0.4 -0.4 0.6 0.084
C 12.871 5.349 7.971 0.8 0.1 0.2 -0.252
C 8.968 9.178 7.962 1.2 -1.2 -0.6 0.767
H 14.519 11.323 7.593 0.0 -0.5 -0.1 0.225
O 9.153 8.941 6.788 -0.8 0.7 0.5 -0.577
C 8.333 11.533 10.662 0.6 0.2 0.3 -0.258
H 9.014 11.359 7.808 -0.2 -0.2 -0.1 0.233
H 15.006 6.710 5.538 -1.0 -0.7 1.1 0.228
H 15.852 11.459 5.459 0.5 0.9 0.1 0.209
C 15.039 10.786 5.552 -0.8 -0.7 0.8 -0.214
H 8.094 12.513 10.176 -0.3 -0.8 0.4 0.227
C 13.152 8.759 5.724 -0.6 0.9 -0.3 -0.192
C 7.119 10.671 10.986 -0.8 -0.5 0.1 -0.083
H 15.192 10.276 3.541 1.0 0.1 -1.5 0.207
N 10.156 5.223 13.261 -0.4 -0.7 -0.8 -0.651
C 8.610 6.094 11.615 0.8 0.2 1.2 0.171
H 13.579 4.095 9.634 0.1 0.7 -0.8 0.218
V 9.462 8.799 10.757 1.5 0.3 -2.3 1.614
C 8.320 3.814 12.410 -0.2 1.7 -1.2 -0.213
H 11.006 11.403 8.736 -0.3 0.1 0.2 0.252
C 13.849 4.703 8.739 -0.1 -0.2 0.3 -0.203
C 7.165 3.798 11.659 -1.1 -0.2 -0.4 -0.219
H 8.612 2.950 12.930 0.5 -0.9 0.7 0.223
C 13.797 8.984 4.485 0.1 0.5 2.9 -0.260
O 7.589 9.283 11.235 -0.5 1.0 1.0 -0.732
C 8.672 10.579 8.494 -1.7 -0.1 -0.5 -0.341
C 10.570 11.495 9.741 -0.5 -1.1 0.0 -0.346
N 9.434 7.202 11.802 -0.2 0.5 -0.5 -0.949
C 14.606 6.138 6.428 0.5 0.5 0.5 -0.238
H 10.475 12.547 10.005 -0.1 0.0 -0.1 0.229
C 6.615 4.907 10.934 1.5 0.1 0.7 -0.208
```
Forces are in eV/Å.

4.
DFT (ωB97M-V/def2-TZVPD) results for a structure of composition C9H18N3S.

The LUMO energy is -3.2 eV. The charge is +1. The calculation puts the energy at -24919.1851 eV. The value obtained for the energy above the lowest of the compared OMol25 structures with the same formula, charge and spin is 98.5 kcal per mole. The orbital gap comes out at 9.6 eV.

Structure (XYZ):
```
31
Properties=species:S:1:pos:R:3:forces:R:3:nbo_charge:R:1
C 0.185 -2.032 0.337 -0.7 2.1 -3.9 -0.269
C -1.392 2.501 -0.732 1.5 2.6 2.6 -0.465
H -1.078 -3.582 0.666 -0.7 -0.7 0.4 0.233
H 1.919 1.847 2.312 0.1 0.5 0.2 0.247
S -2.793 0.545 0.457 0.6 0.4 -0.5 0.661
C 0.982 0.173 -0.426 2.1 0.1 -1.5 -0.017
H 0.251 0.172 2.219 -0.6 1.3 0.1 0.229
N -1.296 1.083 -0.458 -2.7 -1.2 -0.1 -0.378
C 0.057 1.053 1.547 1.0 1.6 2.1 -0.254
H 2.103 -0.217 1.250 1.4 -1.1 0.6 0.199
H -1.030 -3.313 -1.120 1.4 0.6 2.1 0.235
C -0.875 -0.959 0.520 -0.6 0.1 0.2 0.453
H -0.727 1.801 1.879 0.8 -1.4 -0.1 0.266
C 1.477 1.716 1.337 -0.9 0.9 -1.3 -0.408
H -1.488 3.232 0.211 0.4 -1.7 -1.6 0.197
H -1.589 -0.570 -3.209 -0.6 3.5 0.9 0.007
H 0.896 0.804 -1.364 0.4 -0.8 1.1 0.248
N -2.098 -0.906 0.792 -0.3 -1.2 -0.4 -0.526
H 0.731 -2.006 1.174 1.8 -1.0 3.8 0.228
H 0.313 -4.100 -0.225 0.6 -0.4 0.0 0.241
H -1.722 0.290 -2.961 0.6 -3.5 -1.0 -0.009
N -0.322 0.402 0.298 2.2 1.3 -1.2 -0.158
C 2.143 0.590 0.567 -3.0 1.4 -1.1 -0.416
C -0.401 -3.315 -0.112 -1.8 -0.7 -1.6 -0.608
H 1.510 2.707 0.706 -0.4 -1.8 1.4 0.228
H -0.563 2.917 -1.333 -0.3 -0.6 0.2 0.239
H -2.303 2.703 -1.255 -0.6 -0.4 -0.6 0.256
H 2.233 -1.556 -0.728 -0.1 -0.7 0.3 0.253
C 1.167 -1.371 -0.698 -3.1 2.2 -1.4 -0.402
H 3.034 0.881 0.040 0.5 -0.5 0.1 0.261
H 0.674 -1.489 -1.689 0.8 -0.5 0.4 0.229
```
Forces are in eV/Å.